Entry 1:
Entry from the Open Molecules 2025 dataset: an isolated molecule of C18H20BrClN2O4S (the ωB97M-V functional and the def2-TZVPD basis).

The geometry in XYZ format:
```
47
Properties=species:S:1:pos:R:3:lowdin_charge:R:1
H 2.9536 -2.2521 -2.4806 0.1155
C -1.7602 -1.4187 -2.4838 -0.5790
C -2.4585 -1.7145 -1.3312 -0.1316
H -0.9995 2.5017 2.0049 0.1259
C -2.9768 0.6247 -1.1055 -0.0921
H 2.2091 -2.8607 1.6994 0.1156
H -1.7447 0.9396 1.6038 0.0774
C -1.1057 1.4587 2.3189 -0.2602
S 0.1934 -0.8384 2.1929 0.6731
H -3.4517 1.4247 -0.5609 0.1102
C 1.6297 -0.8508 -1.5466 -0.2213
Br -0.8609 -2.7902 -3.4239 0.8364
C 2.6126 1.1910 2.2994 -0.0692
C 2.7127 -2.6651 -0.3939 -0.0572
C 2.4844 -1.9510 -1.5561 -0.0184
C -0.0537 1.1505 -4.1554 -0.0808
O -0.9683 0.0648 -4.1525 -0.1022
H 2.8717 0.1359 2.2933 0.0633
H 1.3090 0.9421 3.9942 0.1142
H -0.5592 2.1209 -4.1875 0.1302
C 1.2765 1.4018 2.9990 -0.2602
H -2.5079 -2.7258 -0.9608 0.1110
C -3.0734 -0.6797 -0.6403 -0.6795
N 1.3324 -0.1977 -2.7500 0.1345
O -1.1231 -1.2863 1.8305 -0.3137
H 3.3914 1.7378 2.8256 0.0778
C 2.0712 -2.3092 0.7834 -0.0538
O 0.7914 -1.3876 3.3772 -0.2734
C -1.6662 -0.1202 -2.9839 -0.3318
H 1.0796 2.4709 3.1060 0.1254
C -1.7235 1.3660 3.7109 -0.0661
N 0.1964 0.8316 2.2146 -0.2558
H 3.3772 -3.5149 -0.4112 0.1087
O 0.8549 1.9221 -2.0507 0.1010
H 0.3154 0.3501 -0.3270 0.1165
H 1.3239 -0.7933 -3.5694 0.1269
C 1.2199 -1.2223 0.7756 -0.2693
H -2.2116 1.9183 -2.6171 0.1250
C -2.2794 0.9006 -2.2673 0.0042
H -1.7933 0.3203 4.0014 0.0752
H -1.1181 1.8950 4.4435 0.0711
H 2.5602 1.5475 1.2735 0.0818
H 0.5514 1.0282 -5.0564 0.1381
C 0.7828 1.0413 -2.8734 -0.4569
H -2.7212 1.7978 3.7041 0.0768
Cl -3.9380 -1.0201 0.7988 0.7322
C 0.9944 -0.4851 -0.3656 0.0044
```

The calculation puts the HOMO-LUMO gap at 9.3 eV. The HOMO energy comes out at -8.90 eV. The LUMO energy comes out at 0.4 eV.

=====

Entry 2:
Entry from the Open Molecules 2025 dataset: a cluster of 3 separate species, C3H11NO2 in total (the ωB97M-V functional and the def2-TZVPD basis).

The geometry in XYZ format:
```
17
Properties=species:S:1:pos:R:3:lowdin_charge:R:1
H -0.8595 -1.7612 -2.1968 0.0606
H -1.2820 0.3330 0.9245 -0.0185
H 0.1262 0.3406 -2.8474 0.0353
H -0.4387 1.1026 -1.3320 0.0331
O 2.4642 5.2580 1.1862 -0.0564
C -0.0843 0.1842 -1.7925 -0.1585
O 1.1080 -3.6700 1.9132 -0.1104
H -2.0913 -0.5980 -1.7052 0.0662
C -1.5144 -0.7459 0.8293 -0.2940
H 2.8599 4.4861 1.5860 0.0301
N -0.9533 -1.4994 -0.1427 -0.2180
H 1.0658 -3.7515 0.9450 0.0248
H -2.3327 -1.0530 1.4912 -0.0393
H 1.9962 5.8345 1.7903 0.0261
C -1.0783 -0.9667 -1.4708 -0.4462
H 0.1773 -3.4698 2.0694 0.0167
H 0.8371 -0.0235 -1.2475 0.0484
```

Its net charge is -1. The calculation puts the HOMO-LUMO gap (alpha / beta) at 3.3 / 5.1 eV. As for the multiplicity: 2. The HOMO energy (alpha / beta) comes out at -0.38 / -2.14 eV. The LUMO energy (alpha / beta) comes out at 2.9 / 2.9 eV.

=====

Entry 3:
Entry from the Open Molecules 2025 dataset: an isolated molecule of C3H3N5 (the ωB97M-V functional and the def2-TZVPD basis).

The geometry in XYZ format:
```
11
Properties=species:S:1:pos:R:3:lowdin_charge:R:1
N 0.1402 -1.3379 0.4070 0.1606
N 0.7490 1.3833 -0.3374 0.0650
H 0.0652 -0.9467 2.3773 0.0958
N -0.8064 -1.1663 -1.7112 0.1878
N -0.4982 0.6657 1.3985 0.1140
C -0.2266 1.5424 0.4999 -0.2346
C -0.0750 -0.6963 -0.7708 -0.5173
H -1.3602 -1.9188 -1.5224 0.0121
N 1.0088 0.2880 -0.9609 0.1859
H -0.7307 2.5320 0.6961 0.1436
C -0.0532 -0.5955 1.4170 -0.2129
```

The calculation puts the HOMO-LUMO gap at 8.6 eV. The HOMO energy comes out at -10.02 eV. The LUMO energy comes out at -1.4 eV.

=====

Entry 4:
Entry from the Open Molecules 2025 dataset: an isolated molecule of C6H10O (the ωB97M-V functional and the def2-TZVPD basis).

The geometry in XYZ format:
```
17
Properties=species:S:1:pos:R:3:lowdin_charge:R:1
H -2.8285 1.5624 -0.7159 0.0852
H -3.0158 0.1276 -1.6687 0.0818
H 0.9155 -1.1387 0.6458 0.1132
C 2.0698 0.4429 -0.0906 -0.1635
C 0.9411 -0.2703 -0.0090 -0.1283
H 4.2440 0.5169 -0.0787 0.0625
H -3.6295 0.2062 0.0376 0.0759
H -2.2526 -1.2545 1.1627 0.1038
O -1.5908 -0.5517 1.1752 0.0085
H -0.2611 0.5047 -1.6594 0.1151
C -2.8301 0.4710 -0.6506 -0.0325
H 3.5373 -0.5879 1.1495 0.0738
H 3.5549 -0.9870 -0.5442 0.0693
C -0.3146 0.1340 -0.6421 -0.0737
C 3.4251 -0.1590 0.1519 -0.1126
C -1.5229 -0.0392 -0.1173 -0.3789
H 1.9705 1.4897 -0.3659 0.1005
```

The calculation puts the HOMO-LUMO gap at 8.8 eV. The HOMO energy comes out at -7.98 eV. The LUMO energy comes out at 0.9 eV.

=====

Entry 5:
Entry from the Open Molecules 2025 dataset: a structure of composition C12H17AgAsO6S4 (the ωB97M-V functional and the def2-TZVPD basis).

The geometry in XYZ format:
```
41
Properties=species:S:1:pos:R:3:lowdin_charge:R:1
H -1.5242 -1.1444 1.0500 0.0333
H -2.1218 3.1194 -0.7666 0.0711
H -2.3210 -2.0026 2.3918 0.0668
C 3.4704 0.1871 0.0115 -0.2240
H -4.4535 0.3301 -1.4261 0.0644
C -2.9137 2.3726 -0.8153 -0.5377
H 5.8813 -2.8032 0.5592 0.0972
S -1.9161 1.6432 1.6846 0.8689
C 5.2146 -1.9617 0.4144 -0.0844
H 2.0984 2.2101 -2.1973 0.0337
As 2.4602 1.8767 0.0204 0.7463
O 1.1535 -0.5343 -2.1184 -0.3927
O 0.5848 -1.8262 -0.1433 -0.4161
C -3.3237 -1.4771 -1.0206 -0.5189
H -3.9106 2.8128 1.0201 0.0689
C -3.3525 1.9845 0.5816 -0.5325
H 4.9438 1.3583 1.0016 0.0929
H -3.7574 2.7663 -1.3881 0.0725
S 1.5845 -1.5972 -1.2163 0.4310
H -3.9736 1.0933 0.5829 0.0088
C 3.1117 -1.0884 -0.3862 -0.2568
C 4.6983 0.3603 0.6496 -0.1065
C -3.5697 -0.1896 -1.7936 -0.5131
C 5.5751 -0.6911 0.8379 -0.0907
S -3.9051 -1.4501 0.7134 0.8505
C -2.4856 0.1241 2.5318 -0.5403
H -3.9028 -2.2804 -1.4790 0.0619
Ag 0.0944 0.3979 -0.1704 0.6067
C 3.9800 -2.1495 -0.1807 -0.0786
S -2.1737 1.0150 -1.7954 0.8651
H -1.8094 0.0582 3.3839 0.0699
O 1.9259 -2.8240 -1.9072 -0.3424
O 1.4995 2.1025 -1.4609 -0.3096
O 3.4975 3.1206 0.0658 -0.4960
H 3.6478 -3.1239 -0.5098 0.1024
H -3.7127 -0.4373 -2.8449 0.0616
H 6.5310 -0.5233 1.3196 0.0969
H -3.5041 0.2914 2.8827 0.0650
C -2.4005 -1.1504 1.7154 -0.5200
H -2.2675 -1.7478 -1.0153 0.0661
O 1.3459 1.7783 1.2174 -0.5417
```

Its net charge is -1. The calculation puts the HOMO-LUMO gap at 7.8 eV. The HOMO energy comes out at -5.54 eV. The LUMO energy comes out at 2.3 eV.

=====

Entry 6:
Entry from the Open Molecules 2025 dataset: a cluster of 2 separate species, C4H12 in total (the ωB97M-V functional and the def2-TZVPD basis).

The geometry in XYZ format:
```
16
Properties=species:S:1:pos:R:3:lowdin_charge:R:1
H 1.5065 -0.7146 -2.4505 0.0509
H 1.7217 -0.5455 -0.7080 0.0635
H -0.9132 1.8789 -0.0932 0.0637
H 1.1380 -2.7581 -1.2591 0.0576
C -0.3784 1.7536 0.8628 -0.2036
H -1.8927 1.3941 2.2945 0.0554
H -0.2242 2.7556 1.2386 0.0534
H -0.5410 -2.2866 -1.9653 0.0635
H -0.1064 -2.0810 -0.3010 0.0547
C 0.3169 -2.0505 -1.3299 -0.1663
H 0.6434 1.4549 0.5229 0.0594
H 0.2691 0.1588 -1.5546 0.0494
C -1.0120 0.8939 1.9289 -0.1615
H -0.3211 0.9273 2.7839 0.0703
H -1.1926 -0.1141 1.5354 0.0622
C 0.9859 -0.6668 -1.5052 -0.1726
```

The calculation puts the HOMO-LUMO gap at 12.6 eV. The HOMO energy comes out at -11.49 eV. The LUMO energy comes out at 1.2 eV.

=====

Strongest force on any atom values, unit eV/A, following the record order: 1.1; 1.5; 5.7; 0.9; 1.9; 2.3.